Here is the molecule C7H10N2 in a non-equilibrium geometry from OMol25. Energies are from ωB97M-V/def2-TZVPD.

Results
Highest occupied orbital energy: -7.98 eV
Frontier orbital gap: 8.97 eV
Energy: -10400.095 eV

Each line ends with the Löwdin charge.
Atoms and positions in Å:
C (0.4083, 0.2440, -2.7416)  -0.1359
N (0.2412, 0.5516, -1.3394)  -0.0196
C (0.7020, -0.1133, -0.3261)  -0.2423
C (1.7945, -1.1300, -0.5370)  -0.0340
C (-0.1124, 0.1842, 0.9333)  -0.2062
C (-0.4332, -0.5071, 2.0831)  -0.0494
C (-1.5905, 0.0905, 2.5961)  -0.1273
C (-1.9498, 1.0938, 1.7988)  -0.1527
N (-1.0799, 1.1266, 0.7905)  0.0410
H (1.3169, 0.8211, -3.1538)  0.1065
H (-0.4711, 0.5566, -3.2666)  0.0583
H (0.6455, -0.8019, -2.9166)  0.0604
H (2.2112, -1.0611, -1.5621)  0.0723
H (2.6795, -0.9281, 0.0963)  0.0873
H (1.5833, -2.1467, -0.2600)  0.0719
H (0.2034, -1.2236, 2.5236)  0.0884
H (-2.1138, -0.1599, 3.5434)  0.1103
H (-2.8845, 1.6285, 1.7329)  0.1181
H (-1.1505, 1.7748, 0.0052)  0.1528